(1)
{
  "formula": "C48H134N10O14",
  "method": "ωB97M-V with the def2-TZVPD basis set",
  "species": ["C", "C", "C", "O", "C", "N", "H", "H", "H", "H", "H", "H", "H", "H", "H", "H", "H", "C", "C", "C", "O", "C", "N", "H", "H", "H", "H", "H", "H", "H", "H", "H", "H", "H", "C", "C", "C", "O", "C", "N", "H", "H", "H", "H", "H", "H", "H", "H", "H", "H", "H", "C", "C", "C", "O", "C", "N", "H", "H", "H", "H", "H", "H", "H", "H", "H", "H", "H", "C", "C", "C", "O", "C", "N", "H", "H", "H", "H", "H", "H", "H", "H", "H", "H", "H", "C", "C", "C", "O", "C", "N", "H", "H", "H", "H", "H", "H", "H", "H", "H", "H", "H", "C", "C", "C", "O", "C", "N", "H", "H", "H", "H", "H", "H", "H", "H", "H", "H", "H", "C", "C", "C", "O", "C", "N", "H", "H", "H", "H", "H", "H", "H", "H", "H", "H", "H", "C", "C", "C", "O", "C", "N", "H", "H", "H", "H", "H", "H", "H", "H", "H", "H", "H", "C", "C", "C", "O", "C", "N", "H", "H", "H", "H", "H", "H", "H", "H", "H", "H", "H", "C", "C", "O", "H", "H", "H", "H", "H", "H", "C", "C", "O", "H", "H", "H", "H", "H", "H", "C", "C", "O", "H", "H", "H", "H", "H", "H", "C", "C", "O", "H", "H", "H", "H", "H", "H"],
  "coordinates": [[18.3764, 5.3244, -6.9468], [19.2335, 5.1094, -5.6909], [18.3530, 4.7507, -4.4874], [19.1722, 4.9081, -3.3271], [18.5855, 4.4292, -2.0269], [20.3064, 4.1491, -5.9598], [18.8718, 5.7999, -7.7934], [17.6368, 6.0651, -6.6429], [17.8826, 4.3898, -7.2126], [19.7232, 6.0450, -5.4208], [17.8804, 3.7780, -4.6236], [17.5030, 5.4223, -4.3662], [18.2132, 3.4048, -2.0283], [17.7522, 5.0751, -1.7504], [19.2817, 4.5658, -1.1994], [20.9704, 4.1851, -5.1996], [19.8925, 3.2328, -5.8649], [9.2407, 7.5311, -7.1494], [8.3845, 7.1811, -8.3814], [8.6187, 8.1408, -9.5288], [8.4116, 9.5339, -9.1295], [8.3756, 10.4040, -10.2788], [8.6380, 5.8289, -8.7331], [10.2780, 7.2499, -7.3306], [8.8833, 7.0316, -6.2489], [9.1993, 8.5890, -6.8901], [7.3301, 7.2682, -8.1190], [7.8864, 7.8724, -10.2903], [9.6531, 8.2059, -9.8663], [7.4406, 10.1519, -10.7790], [9.3027, 10.3121, -10.8445], [8.3292, 11.4478, -9.9682], [8.7329, 5.3282, -7.8611], [9.5959, 5.8437, -9.0531], [14.9751, 1.4377, -8.3973], [16.0312, 1.6923, -7.3098], [15.4624, 1.9443, -5.8809], [14.5684, 3.0649, -6.0248], [14.3892, 3.7605, -4.7946], [16.9155, 0.5686, -7.2400], [14.3453, 0.6010, -8.0950], [15.3404, 1.2253, -9.4021], [14.2977, 2.2724, -8.5774], [16.6325, 2.5358, -7.6491], [16.3773, 2.1363, -5.3204], [14.9571, 1.1042, -5.4044], [13.7120, 4.5126, -5.1995], [15.2655, 4.2048, -4.3225], [13.7789, 3.2735, -4.0342], [17.4747, 0.6568, -8.0764], [16.4691, -0.3208, -7.4129], [13.8676, 12.5338, -5.2490], [15.1821, 12.3926, -4.4644], [15.2791, 13.2981, -3.2564], [16.6736, 13.2264, -2.7907], [16.9912, 13.8750, -1.5645], [15.2639, 11.0480, -4.0254], [13.0836, 12.0986, -4.6293], [13.9344, 12.0274, -6.2119], [13.6283, 13.5583, -5.5339], [15.9602, 12.7775, -5.1235], [14.6540, 12.9312, -2.4423], [15.0380, 14.3168, -3.5601], [18.0268, 13.7039, -1.2707], [16.2910, 13.5524, -0.7940], [16.9477, 14.9552, -1.7037], [15.3127, 10.4395, -4.8299], [16.1528, 11.0052, -3.5476], [11.0394, 4.8371, -3.6072], [10.2939, 5.0375, -2.3688], [8.9590, 5.7834, -2.6180], [9.1234, 6.9882, -3.2450], [8.0384, 7.8467, -3.3141], [10.0033, 3.7252, -1.7658], [10.5057, 4.2187, -4.3290], [11.9172, 4.2464, -3.3453], [11.2794, 5.8264, -3.9967], [10.8945, 5.6826, -1.7277], [8.4652, 5.9575, -1.6620], [8.2699, 5.2056, -3.2340], [7.2613, 7.2983, -3.8465], [8.3948, 8.7128, -3.8716], [7.6418, 8.0946, -2.3296], [9.5542, 3.1782, -2.4864], [9.2621, 3.8539, -1.0919], [16.6426, 12.2142, -7.9999], [16.4382, 13.6086, -8.5850], [15.0321, 13.7733, -9.1908], [14.9935, 12.9899, -10.3944], [13.8490, 12.9968, -11.2022], [16.7382, 14.5287, -7.5207], [16.6799, 11.4533, -8.7795], [15.9991, 11.9497, -7.1609], [17.6463, 12.2914, -7.5817], [17.1566, 13.7353, -9.3949], [14.8253, 14.8343, -9.3306], [14.3190, 13.4013, -8.4552], [13.5407, 13.9754, -11.5702], [12.9885, 12.6694, -10.6187], [13.8533, 12.3986, -12.1134], [16.9418, 15.4063, -7.9772], [17.6017, 14.3268, -7.0373], [15.7688, 5.4398, -9.4239], [16.2490, 5.9351, -10.7871], [15.3190, 5.5618, -11.9386], [15.1602, 4.1573, -11.8968], [15.8315, 3.5466, -12.9359], [16.3512, 7.4066, -10.7188], [14.7321, 5.5944, -9.1250], [16.3343, 5.9824, -8.6663], [15.9829, 4.3731, -9.3578], [17.2546, 5.5466, -10.9481], [15.6181, 6.0325, -12.8751], [14.3520, 5.9477, -11.6160], [15.7771, 2.4703, -12.7725], [16.8783, 3.8503, -12.9308], [15.4642, 3.7182, -13.9477], [16.4966, 7.8060, -11.6350], [17.1252, 7.7022, -10.1413], [17.4189, 8.3707, -2.4254], [17.4361, 8.9779, -0.9525], [17.9420, 10.3949, -0.9949], [19.2773, 10.4743, -1.3895], [20.1833, 10.0726, -0.3322], [16.0720, 8.9984, -0.4748], [17.0373, 7.3498, -2.4351], [18.4474, 8.2855, -2.7762], [16.8670, 8.9973, -3.1260], [18.0307, 8.3679, -0.2725], [17.7452, 10.9843, -0.0994], [17.3629, 10.8642, -1.7902], [20.1411, 8.9883, -0.2289], [19.9481, 10.5648, 0.6115], [21.2200, 10.2945, -0.5856], [15.9381, 9.6323, 0.3000], [15.3541, 9.3138, -1.1114], [13.0911, 8.8853, -11.3598], [13.3685, 9.3297, -9.8681], [12.1439, 9.9724, -9.1341], [12.4925, 10.5082, -7.7963], [11.4680, 11.2581, -7.2126], [13.8833, 8.1337, -9.1625], [13.9063, 8.2907, -11.7720], [13.0344, 9.7551, -12.0143], [12.1084, 8.4252, -11.4635], [14.1532, 10.0832, -9.8004], [11.3061, 9.2752, -9.1254], [11.7218, 10.8112, -9.6876], [10.4862, 10.8673, -7.4798], [11.4869, 12.2729, -7.6098], [11.5068, 11.2472, -6.1233], [14.6664, 7.7436, -9.6672], [14.3103, 8.4679, -8.3104], [22.2453, 8.0876, -10.4128], [20.6965, 8.0594, -10.5138], [20.0210, 8.6355, -9.2166], [18.5743, 8.4031, -9.2408], [17.8982, 8.7729, -8.0037], [20.3282, 8.8238, -11.6958], [22.6776, 9.0873, -10.3707], [22.6766, 7.6492, -11.3128], [22.6504, 7.5181, -9.5764], [20.4244, 7.0107, -10.6333], [20.1679, 9.7122, -9.1317], [20.5568, 8.2365, -8.3554], [16.8137, 8.6756, -8.0530], [18.1058, 9.7706, -7.6168], [18.2344, 8.0485, -7.2619], [20.7052, 8.4608, -12.5596], [19.3273, 8.7268, -11.7898], [12.2982, 4.8520, -7.3864], [11.9273, 4.7717, -8.9121], [11.5258, 6.0632, -9.3813], [12.5217, 3.8489, -7.0234], [11.4644, 5.2341, -6.7974], [13.1861, 5.4713, -7.2596], [11.1359, 4.0362, -9.0567], [12.7487, 4.4311, -9.5425], [12.2088, 6.7297, -9.2769], [12.1245, 8.6133, -1.7181], [12.5046, 10.0410, -2.1248], [13.8187, 10.2732, -1.7423], [12.8075, 7.9140, -2.2005], [11.0903, 8.3628, -1.9543], [12.1549, 8.4532, -0.6404], [11.7959, 10.7393, -1.6794], [12.3994, 10.1785, -3.2009], [14.2908, 10.5806, -2.5197], [14.5347, 7.2598, -5.5636], [13.7770, 8.4628, -6.0028], [14.7297, 9.3592, -6.6358], [15.2122, 6.8836, -6.3302], [13.8392, 6.4821, -5.2482], [15.1471, 7.5124, -4.6981], [13.2496, 9.0312, -5.2368], [12.9432, 8.1656, -6.6389], [14.2037, 9.9944, -7.1271], [14.4606, 5.6671, -1.4124], [14.2696, 6.0545, 0.0991], [15.5536, 6.4908, 0.4559], [15.0688, 4.7692, -1.5217], [14.9609, 6.4546, -1.9760], [13.4835, 5.5091, -1.8690], [13.8702, 5.2159, 0.6695], [13.5355, 6.8549, 0.1919], [15.6391, 7.4064, 0.1804]],
  "atomic_forces_ev_per_a": [[-0.2, 0.4, 1.1], [0.0, 0.3, -0.4], [0.1, 0.7, 0.5], [-0.4, -1.6, 1.9], [-0.1, 1.2, -1.4], [-0.3, 0.0, 0.3], [0.4, -0.5, 0.0], [-0.5, -0.2, -0.1], [0.0, 0.1, -0.3], [0.0, 0.2, -0.1], [0.4, -0.6, 0.2], [-0.2, 0.5, -0.3], [0.3, -0.1, -0.5], [-0.3, 0.1, -0.2], [0.5, -0.1, -0.5], [0.2, 0.1, 0.2], [0.0, -0.5, -0.3], [-0.3, 0.8, 0.1], [0.1, 1.6, 1.8], [0.0, 1.6, 0.2], [-0.3, -0.3, 0.1], [-0.2, -0.7, 1.2], [0.3, -1.1, -0.9], [0.1, 0.0, 0.0], [0.0, -0.4, 0.0], [0.1, 0.2, -0.2], [-0.2, 0.2, 0.1], [0.3, 0.1, -0.5], [0.1, -1.1, -0.5], [0.3, 0.2, -0.8], [-0.2, -0.3, -0.5], [-0.1, -0.1, 0.4], [-0.4, -0.4, 0.2], [0.4, -0.3, -0.5], [-1.0, 0.5, 0.2], [-1.7, -0.5, -0.3], [0.2, 1.0, -2.1], [1.6, -1.2, 1.6], [-1.7, 0.9, -1.2], [1.6, -0.7, -0.3], [-0.1, -0.2, 0.0], [0.7, -0.2, 0.2], [0.0, 0.2, 0.4], [-0.1, 0.3, 0.5], [-0.2, 0.5, 0.5], [-0.1, -0.3, -0.3], [0.2, 0.7, 0.8], [0.3, -0.1, -0.3], [0.3, -0.8, 0.0], [0.7, -0.1, 0.0], [-0.6, -0.1, 0.4], [0.3, 0.4, 0.3], [-1.2, 2.0, -0.7], [1.2, 0.1, 0.6], [-0.3, -0.3, -0.4], [-0.6, 0.3, -0.8], [0.9, -0.9, 0.4], [-0.3, 0.1, -0.2], [0.0, -0.4, 0.2], [0.0, 0.2, 0.4], [0.5, -0.5, -0.2], [-0.4, 0.2, 0.1], [-0.1, 0.2, 0.2], [-0.1, -0.6, -0.2], [0.1, 0.1, 0.3], [-0.4, 0.3, 0.1], [0.0, -0.5, -0.3], [0.4, -0.5, 0.1], [1.0, -0.3, -0.8], [-2.0, 0.3, 0.5], [-0.3, -0.4, 0.5], [2.3, 1.0, -0.3], [-0.3, -0.6, -0.3], [0.0, 0.6, 0.2], [-0.3, 0.2, -0.2], [0.4, 0.3, -0.2], [0.3, -0.3, -0.5], [0.0, -0.2, 0.5], [-0.2, -0.2, 0.5], [-0.1, -0.8, -0.1], [-0.5, 0.4, -0.3], [-0.4, 0.1, 0.1], [0.1, 0.3, 0.2], [0.1, -0.3, -0.3], [0.0, 0.0, 0.5], [0.9, 0.2, -0.4], [-0.1, -1.5, -0.2], [0.2, -0.4, 0.0], [1.1, 0.1, 0.0], [-1.5, 0.7, 0.7], [-0.6, 1.5, 0.1], [-0.3, -0.1, 0.1], [-0.3, 0.1, -0.3], [0.3, -0.5, 0.1], [0.0, -0.2, -0.4], [-0.1, 0.2, -0.5], [-0.4, -0.1, 0.0], [0.4, 0.6, 0.2], [-0.3, -0.3, 0.1], [1.0, -0.5, 0.3], [-0.2, 0.6, 0.2], [0.1, -0.6, 0.0], [0.5, -0.4, 0.1], [0.2, 1.3, 0.2], [-0.5, 0.2, 2.3], [-0.5, 0.3, -0.8], [0.9, -1.1, -0.3], [-0.6, -0.3, -0.3], [-0.2, 0.1, -0.7], [0.3, -0.2, 0.1], [0.0, 0.0, 0.3], [0.1, -0.5, -0.1], [0.0, -0.5, -0.3], [-0.2, 0.4, -0.4], [0.1, -0.1, 0.0], [0.3, -0.1, -0.1], [-0.5, 0.4, 0.0], [0.1, 0.1, -0.2], [0.2, -0.1, -0.1], [1.0, 0.0, 1.5], [-0.9, -0.4, -1.4], [-0.1, 0.0, -1.1], [1.7, 0.3, 0.8], [-0.5, -0.2, -0.9], [-0.8, -0.2, 0.9], [-0.3, 0.1, 0.1], [0.0, 0.2, -0.1], [-0.1, 0.0, 0.2], [0.1, -0.2, -0.1], [0.0, -0.2, 0.5], [0.1, 0.4, 0.0], [-0.1, -0.1, 0.3], [-0.2, 0.0, 0.1], [-0.2, 0.3, -0.4], [0.3, 0.1, 0.4], [0.1, -0.1, -0.7], [-0.3, 1.6, 0.9], [0.1, -0.4, -0.1], [0.4, 0.2, -0.1], [0.6, -1.6, -1.4], [-1.1, 0.3, -0.4], [-1.3, 0.1, 0.4], [-0.2, -0.3, 0.4], [0.0, 0.3, 0.1], [0.2, -0.5, 0.1], [0.1, 0.4, -0.6], [0.0, -0.4, 0.8], [0.4, 0.3, -0.4], [-0.2, -0.3, -0.1], [0.1, 0.3, 0.2], [0.4, 0.0, -0.1], [0.2, 0.2, -0.6], [0.0, -0.2, 0.3], [-0.2, 0.0, 0.1], [0.9, 0.5, 0.6], [-0.4, 0.0, -1.1], [0.8, 0.5, 0.8], [0.8, -0.8, 0.1], [-0.8, 0.4, 0.3], [-0.4, 0.2, 0.1], [-0.1, -0.2, -0.1], [-0.2, -0.1, 0.1], [-0.3, -0.2, 0.4], [0.1, 0.2, -0.4], [-0.5, -0.6, 0.3], [0.1, -0.1, -0.7], [0.3, 0.2, -0.4], [0.0, 0.1, 0.3], [0.3, -0.3, 0.1], [-0.3, 0.3, -0.2], [-0.1, -0.7, -1.4], [0.6, 1.0, 1.2], [-1.1, -0.9, -0.3], [0.1, 0.0, 0.0], [0.0, 0.2, -0.1], [-0.1, 0.1, 0.1], [-0.4, 0.4, -0.1], [0.4, -0.2, 0.3], [1.0, 0.2, 0.3], [-0.4, 0.2, -0.1], [-1.1, -1.1, 0.1], [0.3, 0.3, 1.0], [-0.1, -0.1, 0.0], [0.0, 0.0, -0.5], [0.5, 0.3, 0.1], [0.1, 0.3, 0.3], [0.0, -0.2, -0.2], [0.6, 0.4, -0.9], [0.1, -0.1, 1.1], [-0.2, 0.8, -0.5], [-0.2, -0.7, 0.5], [-0.2, 0.0, -0.2], [0.1, 0.0, -0.1], [0.2, -0.1, 0.1], [0.3, -0.2, 0.7], [0.3, 0.1, -0.7], [-0.5, 0.5, -0.2], [-1.2, -0.1, 0.6], [0.8, 0.2, -2.5], [0.1, -1.4, 2.0], [-0.1, -0.1, 0.2], [-0.1, 0.2, 0.3], [-0.1, -0.3, -0.3], [0.5, -0.1, 0.2], [-0.1, 0.2, 0.0], [0.2, 1.0, -0.4]],
  "charge": -1,
  "gap_ev": [1.32, 9.01],
  "s_squared": 0.750,
  "spin_multiplicity": 2,
  "e_homo_ha": [0.030, -0.254]
}



(2)
{
  "formula": "C4H7O2",
  "method": "ωB97M-V with the def2-TZVPD basis set",
  "species": ["C", "C", "C", "C", "O", "O", "H", "H", "H", "H", "H", "H", "H"],
  "coordinates": [[0.5940, -1.9565, -0.9547], [1.0925, -0.4930, -1.0237], [0.4451, 0.7888, -0.4879], [-0.6332, 0.6761, 0.6595], [-1.8388, 1.1194, 0.5338], [-0.0571, 0.2403, 1.6620], [-0.3079, -1.9631, -1.5318], [0.2276, -2.3419, 0.0031], [1.3732, -2.5136, -1.5012], [1.5735, -0.3365, -1.9565], [2.1611, -0.4871, -0.4433], [-0.1677, 1.3636, -1.2150], [1.3176, 1.3088, -0.0813]],
  "atomic_forces_ev_per_a": [[-0.4, 1.4, -0.6], [3.5, -0.5, 3.0], [-2.2, 0.3, -0.8], [-0.4, 0.8, -0.1], [2.4, -1.0, -0.4], [-0.4, -0.8, 1.6], [-0.7, -0.4, -0.8], [0.9, 0.2, 0.1], [-0.5, -0.4, 0.7], [-0.4, 0.3, -1.6], [-2.3, -0.4, -0.7], [1.1, -0.2, -0.4], [-0.7, 0.7, -0.1]],
  "charge": -1,
  "gap_ev": 7.78,
  "smiles": "CCCC(=O)[O-]",
  "spin_multiplicity": 1,
  "e_homo_ha": -0.133
}



(3)
{
  "formula": "C2H3Cl2F",
  "method": "ωB97M-V with the def2-TZVPD basis set",
  "species": ["C", "C", "F", "Cl", "Cl", "H", "H", "H"],
  "coordinates": [[-0.0768, 1.1376, -1.1363], [-0.0861, 0.3741, 0.1137], [0.0287, 1.0088, 1.2927], [1.5201, -0.6189, -0.0590], [-1.4596, -0.6801, -0.0150], [0.8593, 1.8158, -1.2825], [-0.0960, 0.2940, -1.7607], [-1.0734, 1.8235, -1.1975]],
  "atomic_forces_ev_per_a": [[-0.8, 4.7, 0.1], [2.3, -0.8, 0.5], [-0.6, -0.1, -0.4], [-0.9, 0.1, 0.6], [-0.6, -0.6, 1.0], [-1.7, -1.4, 0.3], [-0.1, -0.2, -2.0], [2.3, -1.7, -0.1]],
  "gap_ev": 11.87,
  "smiles": "CC(F)(Cl)Cl",
  "spin_multiplicity": 1,
  "e_homo_ha": -0.410
}



Number 1: electronic energy -95507.0600 eV. Number 2: electronic energy -8356.8080 eV. Number 3: electronic energy -29884.3171 eV.